1.
ORCA calculation (the ωB97M-V functional and the def2-TZVPD basis) on a molecular structure, C35H32CrN2O8P.

Last column: Mulliken charge in e.
Geometry (Å):
Cr -0.48863 -0.20429 -0.50748  0.282
P 0.49007 1.95328 0.30543  1.930
O 1.03634 -0.33318 -1.60309  -0.270
O 0.51539 -1.47279 1.05991  0.443
O -1.10447 -2.08569 -1.24597  -0.316
O 2.98426 -4.47095 -3.27610  -0.692
O -1.87558 -0.55900 0.91500  -0.690
O 3.88163 -3.87880 -0.58230  -0.638
O 1.02332 -2.35852 -4.06482  -0.869
O 0.33104 -3.50160 0.03521  -0.610
N -0.73324 -4.29112 -1.80897  0.198
N -2.57729 -1.34852 2.92446  0.299
C -1.48373 2.50267 2.14531  -0.014
C 1.56307 -2.42559 -2.92908  0.359
C -1.64611 -1.16903 1.96769  0.938
C 4.53842 1.62021 -0.37192  -0.659
C 1.65147 -1.50398 -1.84260  -0.760
C -0.98771 2.53617 -1.85744  0.423
C -0.09603 2.75801 1.83015  0.083
C -2.38260 -2.12916 4.14143  -0.917
C 3.15293 1.76985 -0.64026  -0.964
C -3.05586 1.64633 -3.47911  -1.046
C -1.21131 3.89363 4.05527  -0.581
C 0.15453 -5.48996 -1.81881  -1.071
C -0.31276 -1.79488 2.17939  -1.542
C -1.48259 3.37431 -2.89153  0.953
C -0.50151 -3.20622 -1.03858  0.576
C -0.82613 4.58189 -3.14425  -0.438
C 0.24248 5.05867 -2.43654  -1.007
C 2.54279 -3.54460 -2.58579  0.461
C 4.19484 1.19876 1.93904  -0.593
C 0.13188 3.02882 -1.11090  -0.053
C -1.44202 1.17495 -1.66340  0.111
C -1.58328 -4.13227 -2.97054  -0.831
C 0.07846 4.22699 3.74154  -0.595
C -2.57367 2.91603 -3.70103  -1.173
C 2.30162 1.68719 0.47121  0.749
C 2.23051 -2.13746 -0.56205  1.247
C 0.75907 4.22491 -1.49973  -0.315
C 1.24083 -2.52495 0.51500  -0.602
C -3.91961 -0.87009 2.54532  -0.937
C 2.95611 -3.33958 -1.13923  -0.224
C -1.99362 3.06834 3.26969  -0.616
C 2.84532 1.37088 1.72029  -0.575
C 0.67652 3.58485 2.64849  -0.208
C 5.09036 1.29486 0.86145  -0.739
C -2.48218 0.78324 -2.42194  -0.644
H 1.75699 -2.97039 1.37423  0.555
H 1.69980 3.89060 2.43256  0.392
H -3.31698 -2.72470 4.24233  0.298
H -2.03090 -5.10368 -3.26005  0.353
H -0.99328 -3.67509 -3.80798  0.266
H -0.37134 -2.83907 2.33072  0.674
H -3.07952 2.91083 3.54756  0.307
H -0.48688 -6.40671 -1.97422  0.374
H -3.87615 -0.64752 1.50716  0.307
H 4.49471 1.02229 2.97403  0.402
H -2.87001 -0.20899 -2.42076  0.526
H 1.68006 4.48278 -0.96879  0.388
H -1.54194 4.26359 5.01587  0.376
H 0.11795 -1.27526 3.13198  0.488
H -2.97270 3.41380 -4.53632  0.425
H -4.63952 -1.60303 2.86524  0.351
H 0.70889 -5.46207 -0.88613  0.272
H -3.88101 1.26044 -4.03872  0.478
H 2.90513 -1.44837 -0.03005  0.365
H -4.19997 0.12930 2.90523  0.239
H 2.74089 2.02974 -1.57281  0.595
H -2.39150 -3.39875 -2.69590  0.209
H 2.22717 1.37115 2.62613  0.364
H 0.73727 5.99632 -2.65978  0.428
H 0.73205 4.97765 4.27254  0.348
H 5.13695 1.83362 -1.24988  0.424
H 0.75211 -5.36296 -2.70551  0.394
H -1.15898 5.10265 -4.06347  0.318
H -2.24857 -1.48457 5.01362  0.280
H -1.53072 -2.79659 4.08583  0.398
H -2.12050 1.87640 1.39751  0.140
H 6.16713 1.36392 1.07003  0.406

The HOMO energy (spin up / spin down) comes out at -5.934 / -5.865 eV. The LUMO energy (spin up / spin down) comes out at -0.3 / -0.3 eV. The HOMO-LUMO gap (spin up / spin down) comes out at 0.2087 / 0.2060 Eh. The spin multiplicity is 4.



2.
ORCA calculation (the ωB97M-V functional and the def2-TZVPD basis) on a molecular structure, C35H32CsIN6O6.

Last column: Mulliken charge in e.
Geometry (Å):
Cs -1.02493 0.22959 -0.35826  1.410
I -6.00609 -6.64799 3.96993  -0.004
O -1.54401 -1.82256 1.44763  -0.756
O 2.29376 1.41121 -0.22918  -0.749
O -3.48872 -0.96327 0.69585  -0.762
O -2.29804 0.18021 -5.04702  -0.838
O 4.35383 0.08199 0.08555  -0.681
O -1.11611 1.94526 1.94225  -0.563
N -1.09636 0.86455 -3.14149  0.188
N 2.64469 1.36711 -3.54835  -0.472
N -1.28558 -1.85380 -2.35524  -0.252
N 2.29163 -1.54023 1.30710  0.018
N -0.39739 2.79140 3.89802  0.195
N 0.60364 2.31659 -1.44699  -0.598
C -2.14231 -1.30051 -3.21807  0.280
C -5.63893 -4.13457 2.33184  -0.534
C -3.58044 -4.99650 3.25760  -0.548
C 0.52255 4.17879 -2.99454  0.058
C -1.16518 2.80817 -4.68996  -0.594
C -1.62606 -2.99236 -1.75027  -0.173
C 0.16613 2.87593 -2.66684  -0.177
C 1.55002 -2.58246 1.67094  -0.086
C -2.89049 -3.94491 2.66909  -0.167
C -1.80316 0.04894 -3.90102  0.122
C -4.95497 -5.08051 3.08392  0.121
C 4.90106 2.97097 -3.24286  -0.402
C -3.37490 -1.89207 -3.49645  -0.651
C 1.98172 -3.54519 2.57849  -0.837
C -2.84603 -3.62097 -1.93681  -0.548
C 0.95167 1.07776 2.69857  0.877
C 0.66539 3.00218 4.86099  -0.925
C 4.01042 -2.30904 2.77076  -0.823
C 0.06965 4.80734 -4.15388  -0.720
C 3.55921 1.47096 -4.50999  -0.384
C -0.72470 2.15086 -3.53143  -0.186
C 4.29216 -0.16123 1.45741  -0.567
C -0.77449 4.11142 -4.99586  -0.552
C 3.50251 -1.39838 1.84892  0.778
C 4.69471 2.25902 -4.41817  -0.460
C 1.82432 1.92327 -1.30972  0.464
C -2.78807 -1.80145 1.28932  0.291
C 3.23865 -3.40187 3.14025  -0.419
C -4.93092 -3.08933 1.75625  -0.212
C -3.73804 -3.04931 -2.83473  -0.358
C -1.54720 3.67848 3.88644  -0.905
C 2.84431 2.05725 -2.42610  0.469
C -0.25477 1.96969 2.80536  -0.181
C -3.55457 -2.98191 1.92001  -0.150
C 3.96882 2.86050 -2.23118  -0.441
H -5.42059 -2.32393 1.16585  0.428
H 5.31359 -0.28321 1.83903  0.353
H 1.18223 4.69724 -2.30586  0.411
H 3.61442 -4.12653 3.85412  0.375
H -2.45680 3.11052 3.70332  0.253
H -3.05857 -5.74049 3.84653  0.353
H 3.50138 0.55947 -0.17152  0.463
H 1.41584 1.22371 1.71683  -0.530
H -1.81680 2.25990 -5.35286  0.463
H 3.36685 0.89335 -5.41055  0.387
H 0.55179 -2.63278 1.24547  0.521
H 3.84610 0.69630 1.98753  0.088
H 0.61410 0.04006 2.73383  -0.160
H 4.08676 3.36882 -1.28287  0.357
H -1.14806 4.56955 -5.90702  0.340
H 5.00308 -2.15770 3.17934  0.316
H -4.01109 -1.40418 -4.22231  0.420
H -4.71089 -3.49536 -3.00867  0.370
H 1.57020 3.42247 4.41044  0.336
H 1.32758 -4.36975 2.83393  0.415
H -3.08633 -4.51850 -1.38013  0.415
H -0.89637 -3.40121 -1.05635  0.351
H 1.69947 1.22161 3.47858  0.560
H 0.37638 5.82289 -4.38445  0.332
H -1.47440 4.43396 3.09840  0.299
H 5.39089 2.30269 -5.24662  0.361
H -6.71099 -4.21538 2.20163  0.354
H -1.62207 4.17741 4.85214  0.312
H 0.93790 2.07624 5.36897  0.316
H 5.77775 3.59649 -3.12010  0.379
H -1.81762 -3.83621 2.77920  0.485
H 0.31590 3.70351 5.61607  0.281

The HOMO energy comes out at -1.452 eV. The LUMO energy comes out at 3.1 eV. As for the charge: -2. The HOMO-LUMO gap comes out at 0.1682 Eh.



3.
ORCA calculation (the ωB97M-V functional and the def2-TZVPD basis) on a molecular structure, C35H32N5O2Pt.

Last column: Mulliken charge in e.
Geometry (Å):
Pt 0.83465 1.28035 -0.81395  0.711
O -7.14143 1.99955 -1.51489  -0.541
O -6.58854 0.45704 -2.98828  -0.492
N -0.02259 -2.00095 1.67392  0.640
N -0.81400 2.64741 -0.99645  -0.004
N -0.09340 -0.29642 0.07793  -0.198
N 1.82922 -1.60366 0.40520  0.337
N 1.79250 3.07229 -1.16728  -0.077
C 3.65137 4.56531 -1.12381  -0.852
C -2.50749 -0.73653 0.12656  1.803
C -1.53264 0.85775 1.67277  0.969
C 0.97321 4.14783 -1.24174  0.403
C 3.10535 3.28982 -1.08042  -0.057
C 0.91847 -5.44793 2.64804  -0.767
C 1.44931 5.44204 -1.30297  -0.790
C 1.85359 -5.19438 3.64196  -0.652
C 2.40272 0.11175 -1.23065  -0.826
C 2.15979 -3.88973 3.99476  -0.760
C 3.97739 -3.24625 -0.28906  -1.507
C -0.45083 3.83869 -1.26408  -0.058
C -3.77514 1.14925 -2.60064  -0.964
C 1.87837 -1.39584 3.78194  -1.390
C -3.74542 -0.49397 0.72140  -0.795
C 3.20879 0.43901 -2.33043  -0.470
C -4.81958 1.72598 -1.88292  1.004
C -2.18854 2.32489 -1.25158  -0.097
C 2.65492 -1.11339 -0.62689  1.026
C 2.81811 5.66050 -1.24881  -0.321
C -3.87968 0.39135 1.77882  -0.723
C -6.27800 1.45454 -2.13776  0.580
C 4.52747 -1.54194 -2.05346  -0.904
C 0.30888 -4.38563 2.00252  -0.301
C -2.46103 1.43843 -2.28150  -0.942
C -3.21511 2.92022 -0.53730  -0.056
C 3.72476 -1.94212 -0.99988  1.071
C -2.35663 -1.73305 -0.98814  -1.739
C -1.40479 -0.03941 0.61691  -2.080
C 0.56404 -1.26591 0.69276  0.851
C 1.54852 -2.80464 3.37039  1.479
C -4.52682 2.61304 -0.85378  -0.937
C -2.76843 1.07255 2.25951  -1.235
C 0.62459 -3.07946 2.35824  -0.698
C 4.25830 -0.36423 -2.73782  -1.097
H 2.16447 -2.42083 0.89227  -0.323
H -0.41461 -4.55719 1.21494  0.492
H -3.95292 0.47464 -3.43003  0.286
H -1.00015 -1.83243 1.85145  0.094
H -1.64006 0.99369 -2.83061  0.561
H -1.86420 -2.64514 -0.64034  0.154
H 0.66921 -6.46403 2.37486  0.420
H -4.61687 -1.02041 0.34963  0.486
H 3.13550 -3.93602 -0.39846  0.358
H 2.87611 -3.70183 4.78520  0.449
H 4.86040 -0.08013 -3.59073  0.417
H 3.22058 6.66287 -1.29142  0.462
H -0.64696 1.37276 2.02729  0.553
H -5.80184 0.04502 -3.36077  0.271
H 5.35467 -2.17148 -2.35634  0.371
H -2.86465 1.76313 3.08705  0.451
H 2.99664 1.33618 -2.89965  0.617
H -1.17227 4.59719 -1.56007  0.474
H -2.98406 3.59709 0.27568  0.540
H 4.15659 -3.10639 0.78203  0.361
H -1.74286 -1.33421 -1.79596  0.343
H 0.74807 6.26188 -1.38070  0.438
H -3.33013 -2.01525 -1.38677  0.440
H 2.33855 -6.01599 4.15187  0.424
H 1.01097 -0.74255 3.69226  0.233
H -4.85217 0.55155 2.22538  0.458
H -5.34910 3.05445 -0.30729  0.494
H 3.73032 2.41635 -0.97569  0.558
H 2.22264 -1.37343 4.81434  0.527
H 4.85793 -3.73672 -0.69792  0.391
H 2.67195 -0.97505 3.15944  0.247
H 4.72400 4.67814 -1.06007  0.406

The HOMO energy comes out at -10.615 eV. The LUMO energy comes out at -3.8 eV. As for the charge: +1. The HOMO-LUMO gap comes out at 0.2517 Eh.



Results for maximum force: 0.070; 0.015; 0.017 (in Eh/bohr, following the order of the records).
Results for molar mass: 691.62; 892.49; 749.75 (in Da, following the order of the records).